[1]
17
Properties=species:S:1:pos:R:3 method="wB97M-V/def2-TZVPD" smiles="C1=C[C@@H]2N[C@@H]2C=CC1" e_homo_ha=-0.3275 de_lowest_kcal_mol=129.87
C 1.054 -1.269 -0.126
C -0.266 -1.536 -0.401
C -1.349 -0.779 0.262
N -2.179 0.184 -0.348
C -1.157 0.637 0.416
C -0.198 1.527 -0.160
C 1.126 1.243 -0.348
C 1.642 -0.051 0.327
H 1.710 -2.081 -0.297
H -0.712 -2.478 -0.838
H -1.854 -1.335 1.195
H -1.920 0.195 -1.200
H -1.201 1.352 1.487
H -0.545 2.599 -0.530
H 1.760 2.070 -0.793
H 1.349 -0.199 1.344
H 2.739 -0.079 0.011

***

[2]
47
Properties=species:S:1:pos:R:3 method="wB97M-V/def2-TZVPD" smiles="O=C(NCC[C@@H](F)Cn1cc(C2(C3CC3)CC2)nn1)c1ncnc(O)c1Br" e_homo_ha=-0.3389 de_lowest_kcal_mol=10.06
O 0.297 -1.830 1.547
C -0.910 -1.934 1.479
N -1.742 -1.479 2.440
C -1.200 -0.829 3.626
C -0.605 0.535 3.289
C -1.632 1.508 2.759
F -2.416 1.971 3.823
C -1.016 2.722 2.073
N -0.335 2.289 0.871
C 0.980 2.071 0.652
C 1.036 1.467 -0.575
C 2.213 1.021 -1.358
C 2.709 2.053 -2.330
C 3.512 1.690 -3.544
C 2.088 2.157 -3.691
C 3.205 0.118 -0.671
C 2.258 -0.442 -1.697
N -0.242 1.351 -1.034
N -1.060 1.830 -0.158
C -1.549 -2.498 0.212
N -0.826 -2.234 -0.881
C -1.290 -2.660 -2.034
N -2.411 -3.352 -2.230
C -3.111 -3.641 -1.155
O -4.228 -4.355 -1.305
C -2.720 -3.231 0.128
Br -3.801 -3.767 1.578
H -2.733 -1.615 2.354
H -2.005 -0.734 4.354
H -0.425 -1.469 4.047
H -0.143 0.976 4.176
H 0.171 0.377 2.540
H -2.309 1.028 2.049
H -1.797 3.429 1.801
H -0.298 3.214 2.729
H 1.739 2.344 1.364
H 2.979 2.995 -1.863
H 4.301 2.367 -3.840
H 3.723 0.647 -3.736
H 1.343 1.411 -3.934
H 1.913 3.138 -4.109
H 4.241 0.242 -0.955
H 3.023 -0.148 0.362
H 1.437 -1.040 -1.327
H 2.662 -0.737 -2.655
H -0.712 -2.422 -2.919
H -4.315 -4.536 -2.253

***

[3]
17
Properties=species:S:1:pos:R:3 method="wB97M-V/def2-TZVPD" e_homo_ha=-0.2861 de_lowest_kcal_mol=127.84
C 1.698 -0.625 -0.258
C 0.734 0.310 0.443
C 0.043 1.407 -0.413
C -1.311 0.948 0.124
O -1.952 -0.044 -0.713
C -1.579 -1.061 0.115
C -0.666 -0.184 0.959
H 1.998 -1.458 0.387
H 2.599 -0.073 -0.550
H 1.253 -1.049 -1.165
H 1.238 0.770 1.300
H 0.310 2.432 -0.140
H 0.140 1.287 -1.497
H -2.041 1.668 0.496
H -0.399 -2.100 -0.816
H -1.259 -2.141 -0.398
H -0.765 -0.307 2.039